1.
119
Properties=species:S:1:pos:R:3:forces:R:3:mulliken_charge:R:1 method="wB97M-V/def2-TZVPD" homo_lumo_gap_ev=5.98 total_charge=-2 lumo_energy_ha=0.1354 relative_energy_kj_mol=155.45 energy_ev=-202107.6461
Pb 0.1266 0.2522 1.4507 0.1 0.0 0.4 0.631
S -2.2811 5.2915 5.6073 0.4 -0.9 -0.1 -0.612
As -1.5809 3.4581 4.7081 -1.6 1.4 -0.3 0.223
S 0.1289 4.0949 3.2230 0.0 0.0 0.0 -0.288
S 0.7977 2.2358 3.8840 0.5 -0.2 0.0 0.191
S 0.1242 2.5477 5.8377 0.9 -0.3 0.6 -0.322
C -3.6945 -0.9424 -0.8777 -0.1 0.1 0.4 -2.813
N -3.7539 0.1995 -1.7532 0.1 1.2 0.0 1.313
C -3.9349 1.4771 -1.0736 0.3 0.6 -1.2 -1.938
P -2.5136 1.9420 0.0009 -0.8 0.6 1.3 1.464
C -1.2955 2.4364 -1.1805 1.1 0.3 -0.6 0.550
C -0.3225 3.3624 -0.8064 0.9 0.4 -1.5 -0.749
C 0.6807 3.7736 -1.6916 0.6 1.1 1.6 -0.484
C 0.8566 3.2387 -2.9540 -1.8 -0.4 1.9 -1.162
C -0.0577 2.3008 -3.3017 -2.0 -0.8 0.7 -0.179
C -1.1268 1.8977 -2.4323 1.2 0.4 -1.8 -0.846
C -3.1271 3.6043 0.5919 0.2 0.9 0.1 0.848
C -3.5904 3.6856 1.9083 0.1 -2.5 -0.4 -0.680
C -3.8771 4.8973 2.4774 -0.3 0.0 0.5 -0.581
C -3.6949 6.0538 1.7563 0.5 1.4 -0.2 -0.557
C -3.2494 6.0747 0.4181 -0.7 0.3 0.7 -0.698
C -2.9888 4.8475 -0.1021 0.9 -2.0 -1.1 -0.373
C -4.2812 0.0802 -3.0450 -1.2 -0.4 0.4 0.901
C -5.2249 0.9485 -3.5956 0.2 0.5 -0.2 -0.685
C -5.7560 0.7356 -4.8826 1.0 -0.8 0.3 -0.648
C -5.4141 -0.3850 -5.6443 0.5 0.2 1.2 -0.681
C -4.5594 -1.3126 -4.9970 -1.6 -0.2 -2.5 -0.619
C -4.0585 -1.0786 -3.7781 1.4 -0.8 1.8 -0.248
P -2.0450 -1.5011 -0.2694 0.8 0.8 0.7 2.178
C -1.3033 -2.1070 -1.7862 0.3 -0.4 -0.2 0.466
C -1.7578 -3.2632 -2.4171 -1.4 0.7 -0.4 -0.488
C -1.5906 -3.3906 -3.8042 1.0 0.2 0.4 -0.348
C -0.7020 -2.5468 -4.4818 -0.4 1.3 0.9 -0.622
C -0.0609 -1.4924 -3.7574 -0.4 -1.0 -0.8 -0.687
C -0.4093 -1.2567 -2.4247 0.4 -1.4 -1.5 -1.508
C -2.5124 -2.9933 0.6196 -0.8 -1.4 0.3 0.681
C -3.8455 -3.4332 0.7882 1.7 -1.6 0.5 -0.723
C -4.0834 -4.7019 1.3810 -0.4 0.7 -0.3 -0.625
C -3.0808 -5.5011 1.9167 0.8 0.5 0.5 -0.761
C -1.7560 -5.0014 1.8346 -1.0 0.1 -0.8 -0.433
C -1.4972 -3.8396 1.1210 0.6 0.3 0.0 -0.345
H -4.1992 -1.7221 -1.3758 -0.5 -1.3 -0.6 0.992
H -4.2809 -0.7947 0.0416 0.0 0.4 -0.1 0.445
H -4.8108 1.4539 -0.4303 -0.4 0.2 0.1 0.374
H -4.0186 2.2911 -1.8383 -0.1 -0.7 0.7 0.546
H -0.3555 3.8732 0.1110 -0.1 0.4 1.3 0.638
H 1.3305 4.5929 -1.3113 -0.3 -0.7 -0.4 0.307
H 1.5587 3.5368 -3.6361 1.9 0.8 -1.3 0.637
H -0.0572 1.9335 -4.2976 0.0 -0.7 -0.7 0.435
H -1.7980 1.1863 -2.8603 -0.4 -0.4 0.1 0.093
H -3.6718 2.7271 2.5195 0.1 1.4 -0.8 0.157
H -4.1723 4.8793 3.5237 0.1 0.5 -0.2 0.585
H -3.7231 6.9790 2.3022 -0.4 0.4 0.1 0.346
H -3.1195 6.9674 -0.2526 -0.1 -0.8 1.3 0.335
H -2.4962 4.8441 -1.0687 -0.3 -0.3 -0.2 0.271
H -5.5104 1.8144 -3.0062 -0.2 0.0 -0.4 0.408
H -6.4093 1.4657 -5.2752 -0.7 0.7 -0.4 0.430
H -5.7762 -0.5442 -6.6575 0.0 0.0 0.3 0.373
H -4.4027 -2.2812 -5.4727 0.3 0.2 0.1 0.382
H -3.4776 -1.8613 -3.2965 0.1 0.2 -0.3 0.119
H -2.5236 -3.8351 -1.8601 0.6 -0.1 -0.5 0.317
H -2.1720 -4.0979 -4.3663 0.0 -0.5 -0.1 0.388
H -0.6681 -2.5594 -5.5746 0.3 -0.2 0.4 0.320
H 0.6932 -0.8618 -4.2460 -0.3 -0.2 0.3 0.392
H 0.1357 -0.5058 -1.9348 0.3 1.1 0.9 1.269
H -4.6834 -2.9103 0.4031 -0.5 0.5 -0.2 0.438
H -5.1213 -5.0236 1.3707 0.1 -0.2 0.3 0.356
H -3.3140 -6.4303 2.4730 0.2 0.6 -0.6 0.314
H -0.8687 -5.4822 2.2086 -0.1 -0.5 0.3 0.503
H -0.4259 -3.6207 0.9706 -0.7 0.3 0.0 -0.224
O 2.6078 -0.1448 2.1202 0.5 -0.5 -0.8 -0.509
C 2.8426 -1.5704 2.1867 -0.2 1.3 1.5 4.519
C 1.8920 -2.3405 1.2934 -0.7 0.2 -0.3 -1.693
O 2.2053 -3.5002 1.1025 -0.5 -1.0 -0.4 -0.697
O 0.8519 -1.7459 0.8024 0.8 -0.7 0.1 0.247
C 2.6251 -1.9582 3.6799 0.0 -1.2 -2.4 -1.324
C 2.7218 -1.0154 4.6380 -1.0 0.6 1.9 0.353
C 2.4622 -1.3127 5.9892 0.5 -1.5 -0.6 -1.006
C 2.2280 -2.6683 6.3162 -0.1 0.8 0.4 -0.501
C 2.1532 -3.6502 5.3001 -0.1 1.5 1.1 -0.962
C 2.3350 -3.2736 3.9841 0.1 -1.3 0.6 -0.480
C 4.2540 -1.8476 1.7590 1.0 -0.5 -0.9 -0.147
C 4.5271 -2.0023 0.3802 -1.1 0.3 0.2 0.047
C 5.8173 -2.1498 -0.1018 -1.0 0.3 2.3 -0.907
C 6.8285 -2.0855 0.8334 1.5 0.8 0.5 -0.444
C 6.5895 -1.9257 2.2169 2.3 0.3 -0.9 -0.717
C 5.3070 -1.8783 2.6813 -1.1 0.5 0.2 -0.663
H 3.2387 0.2440 1.4139 -0.9 0.2 0.5 0.597
H 2.7795 -0.0117 4.3132 0.5 1.0 -0.1 0.559
H 2.4938 -0.5331 6.7483 -0.1 -0.2 -0.2 0.428
H 2.0572 -2.8940 7.3919 0.1 -0.1 -0.9 0.270
H 1.8453 -4.6415 5.5724 0.1 -0.4 0.0 0.415
H 2.2508 -4.0632 3.2395 0.0 0.5 -0.1 0.495
H 3.6873 -1.9181 -0.3382 0.6 -0.2 0.5 0.225
H 5.9529 -2.2214 -1.1281 0.6 -0.1 -1.7 0.538
H 7.8700 -1.9393 0.4918 -0.5 -0.5 0.2 0.273
H 7.5094 -1.6947 2.8465 -1.5 -0.6 -0.6 0.242
H 5.0729 -1.7360 3.7378 0.2 -0.1 -0.3 0.328
C -2.4115 -0.6257 3.3709 -0.1 -1.1 0.0 -0.920
C -0.9627 -1.0371 3.2495 0.2 0.9 -1.9 0.767
O -0.4541 -1.9085 3.8867 0.0 -0.8 0.8 -0.486
H -3.0658 -1.1140 2.6202 0.5 -0.3 0.4 0.115
H -2.4419 0.3916 3.0752 -0.3 1.3 0.3 -0.129
H -2.7375 -0.8391 4.3870 -0.4 0.2 0.1 0.477
O 3.9851 1.3175 0.4750 0.6 0.3 0.6 -1.108
C 4.0168 1.3276 -0.7558 -1.4 -0.6 0.3 0.548
N 3.1461 0.6678 -1.5521 0.8 0.2 0.2 0.431
C 3.5974 0.8186 -2.8376 -2.9 -1.6 0.8 -0.340
O 3.0690 0.2188 -3.7685 0.6 0.4 -0.8 -0.817
C 4.7134 1.7362 -2.8772 1.7 0.9 -0.6 0.569
C 5.4812 2.1452 -3.9495 0.1 0.3 -0.5 -0.555
C 6.5887 2.9297 -3.6489 0.8 -0.2 1.7 -0.554
C 7.0087 3.1064 -2.2956 -0.1 1.4 -0.4 -0.486
C 6.2079 2.6984 -1.2141 0.0 0.0 -1.5 -0.415
C 5.0350 2.0579 -1.5608 0.4 -0.4 -0.4 0.125
H 5.2792 1.8908 -5.0059 -0.2 0.1 0.8 0.414
H 7.1893 3.3538 -4.4306 0.3 0.1 -0.3 0.403
H 7.8940 3.7608 -2.0638 -0.8 -0.9 -0.4 0.272
H 6.5064 2.8780 -0.2063 0.0 0.0 0.6 0.513

***

2.
119
Properties=species:S:1:pos:R:3:forces:R:3:mulliken_charge:R:1 method="wB97M-V/def2-TZVPD" homo_lumo_gap_ev=7.31 total_charge=-1 lumo_energy_ha=0.0578 relative_energy_kj_mol=65.53 energy_ev=-107178.2047
Ti 2.5859 -0.0836 -1.1865 0.8 0.8 -1.0 1.499
C 2.6143 -0.4097 4.0050 0.1 0.2 -1.6 -1.941
C 2.4969 -1.0778 2.6121 0.0 -0.6 -0.1 2.474
C 3.7592 -1.9474 2.3984 -1.2 -0.2 -1.2 -1.703
C 1.2824 -2.0065 2.4599 -0.6 0.9 0.1 0.283
C 1.2503 -3.1823 3.1893 0.8 0.0 0.2 -0.272
C 0.2189 -4.0900 3.1200 -0.6 1.0 -0.7 -1.534
C -0.8972 -3.7115 2.3739 0.5 -1.8 0.4 0.054
C -0.9738 -2.5176 1.6943 -0.2 0.4 -0.1 0.615
C -2.2852 -2.1269 1.0797 -1.3 0.8 0.1 2.487
C -2.7010 -3.0080 -0.0824 0.4 -0.6 -0.9 -1.298
C -3.4209 -2.1218 2.1493 0.3 0.3 -0.8 -1.992
C 0.1324 -1.6794 1.6978 0.9 1.7 0.6 -0.389
N 0.0604 -0.4462 0.9444 -0.9 1.2 -0.2 0.503
C -0.5350 0.6343 1.3350 1.1 -1.6 -0.4 -0.299
C -1.0536 1.7845 0.3894 0.4 -0.4 -0.6 0.389
N -0.7078 1.8611 -0.8383 -0.5 -0.6 1.9 0.390
C -1.4034 2.6262 -1.7971 0.3 -0.6 0.2 0.006
C -0.9691 3.8744 -2.1838 0.4 1.5 -0.6 0.650
C -1.6078 4.4761 -3.2797 0.6 0.7 0.8 -0.875
C -2.6691 3.9016 -3.9001 0.1 0.0 -1.2 -1.359
C -3.0136 2.6215 -3.5493 -2.1 -1.6 -0.6 -0.184
C -2.4235 1.9466 -2.4991 -0.2 0.2 0.2 -0.155
C -2.8866 0.5730 -2.0403 0.4 -0.2 -0.8 2.133
C -3.3035 -0.3739 -3.1845 0.5 0.1 1.1 -2.192
C -3.9802 0.6416 -0.9993 0.0 -0.4 0.9 -1.222
C 0.1732 4.7212 -1.5949 -0.4 -0.9 0.9 0.400
C 1.5283 4.3910 -2.2422 -1.2 1.4 -0.6 -1.307
C 0.2247 4.7347 -0.0567 -0.7 1.0 -0.2 -0.719
C -2.0331 2.5713 1.2438 0.4 -0.6 -0.4 0.264
C -2.9493 3.5587 0.9852 0.1 0.3 0.0 0.427
C -3.7599 4.0473 2.0523 0.1 0.3 -1.4 -1.025
C -3.6619 3.5902 3.3086 1.1 -1.0 1.5 -1.045
C -2.6842 2.5782 3.6186 0.0 -0.6 0.7 1.172
C -2.4524 1.9786 4.9188 -0.4 0.5 -1.5 -1.065
C -1.6315 0.9017 5.0467 0.6 0.5 -1.5 -1.491
C -0.9307 0.3649 3.9307 0.0 -0.5 -0.6 0.040
C -1.0546 0.9317 2.6806 -0.8 0.6 0.8 0.548
C -1.9204 2.0491 2.5609 -0.6 0.7 0.1 -1.227
H 3.5170 0.2043 3.9692 0.0 -0.1 0.3 0.364
H 2.7089 -1.1926 4.7233 0.1 -0.4 0.8 0.548
H 1.7909 0.2396 4.2548 -0.4 0.2 0.1 0.351
H 2.4625 -0.3491 1.7943 0.0 0.0 0.3 -1.299
H 4.0138 -2.5140 3.2729 0.1 -0.4 0.5 0.477
H 4.6124 -1.3752 2.1116 0.6 0.6 -0.1 0.389
H 3.5172 -2.6153 1.5500 0.4 0.1 0.5 0.120
H 2.1049 -3.3792 3.8256 0.0 -0.2 0.0 0.255
H 0.2845 -5.0343 3.6131 -0.1 -0.4 0.2 0.414
H -1.6647 -4.4782 2.2708 -0.2 0.4 0.0 0.292
H -2.2748 -1.1083 0.6711 0.4 -0.2 0.3 -1.514
H -2.5220 -4.0778 0.1623 -0.2 0.6 -0.3 0.350
H -2.1473 -2.7459 -1.0211 -0.2 -0.4 0.8 0.024
H -3.7598 -2.8754 -0.3317 0.0 0.0 0.2 0.453
H -3.6891 -3.1262 2.3732 -0.1 -1.0 0.5 0.476
H -4.3336 -1.6984 1.7306 0.0 0.3 -0.1 0.417
H -3.1788 -1.6015 3.0707 0.2 0.1 0.0 0.303
H -1.2364 5.4442 -3.6174 -0.1 -0.1 0.1 0.384
H -3.1085 4.3730 -4.7742 -0.1 0.0 0.2 0.331
H -3.8406 2.1083 -4.1342 1.1 0.6 0.8 0.137
H -2.0171 0.0757 -1.6142 0.2 0.1 0.3 -0.225
H -4.2174 -0.0889 -3.6725 -0.5 0.1 -0.2 0.370
H -3.3774 -1.3786 -2.7436 -0.3 0.2 -0.3 0.447
H -2.5039 -0.3960 -3.8914 0.5 -0.1 -0.7 0.537
H -4.9056 0.9780 -1.4498 -0.3 0.2 -0.1 0.539
H -3.7426 1.3297 -0.1613 -0.2 -0.6 -0.5 0.058
H -4.1633 -0.3899 -0.6190 0.1 0.7 0.0 0.220
H -0.0702 5.7380 -1.8400 -0.2 0.6 -0.4 0.569
H 1.7986 3.3888 -1.9706 0.5 -0.5 -0.2 0.042
H 2.2478 5.1658 -1.8992 -0.1 -0.7 -0.3 0.338
H 1.3331 4.5060 -3.3410 0.7 -0.4 0.8 0.474
H 0.5422 3.8079 0.3462 0.1 -0.9 0.3 -0.493
H -0.7526 5.0339 0.4181 0.9 -0.3 -0.5 0.287
H 0.9803 5.4553 0.2522 0.0 0.2 0.1 0.575
H -3.0820 4.0301 0.0106 0.2 -0.4 0.1 0.580
H -4.4667 4.8221 1.8098 -0.2 0.2 0.0 0.475
H -4.2703 3.9784 4.1142 -0.1 0.1 0.0 0.404
H -2.9675 2.3532 5.7734 -0.3 0.3 0.5 0.451
H -1.4132 0.5134 5.9981 0.0 -0.6 1.1 0.546
H -0.3545 -0.5453 4.0421 0.1 0.1 0.2 0.731
F 2.2868 -1.6781 -0.3304 -0.1 -0.8 0.1 -0.548
Sb 2.5263 0.2402 -5.0328 -0.2 2.0 -0.3 1.524
F 1.5997 0.5383 -2.6889 -0.1 -0.1 -0.1 -0.184
F 2.4019 2.2152 -4.8896 0.1 -1.5 0.1 -0.589
F 2.9160 0.5860 -6.9308 0.1 -0.4 0.5 -0.596
F 4.0608 -0.5232 -2.2640 -0.4 0.0 0.4 -0.744
F 0.7190 0.0151 -5.5527 -0.3 0.0 0.0 -0.545
O 1.2751 -6.7234 0.7889 0.0 -0.5 -0.5 -0.525
C 2.2968 -5.9909 0.1481 -0.7 0.1 -0.3 -0.595
N 1.8032 -5.0401 -0.8463 0.6 0.3 0.8 -0.015
C 1.1339 -5.4946 -1.9040 -1.0 -0.3 -0.5 0.627
O 0.9153 -6.6945 -2.0390 0.2 -0.4 -0.2 -0.793
C 0.5250 -4.5146 -2.8776 0.4 -0.5 0.7 0.359
C -0.3611 -4.9636 -3.8282 -0.8 -0.6 -0.9 -0.578
C -0.9516 -4.0726 -4.7168 0.7 0.9 0.7 -0.970
C -0.6434 -2.7095 -4.5301 -0.2 -1.3 -0.3 -0.317
N 0.1684 -2.2780 -3.5871 0.0 0.6 -0.2 0.095
C 0.7458 -3.1680 -2.7995 0.8 1.3 1.2 0.563
H 1.0249 -7.4370 0.1724 0.0 0.5 0.2 0.349
H 2.9977 -6.6566 -0.3485 0.2 -0.1 0.1 0.303
H 2.7528 -5.4297 0.9384 0.5 0.4 0.2 0.318
H 1.9681 -4.0546 -0.7039 -0.1 0.1 0.1 0.012
H -0.6105 -6.0172 -3.8460 0.2 -0.1 -0.1 0.474
H -1.6062 -4.3447 -5.5302 -0.1 -0.3 0.1 0.435
H -1.0901 -1.9789 -5.1705 -0.1 0.5 -0.3 0.517
H 1.3742 -2.7059 -2.0021 -0.4 -0.6 -0.7 -0.186
C 4.0118 3.3259 0.0370 0.3 0.5 -0.6 -1.564
C 3.6716 2.0788 0.8141 -0.7 -0.9 -0.9 1.973
C 4.9506 1.5452 1.4582 -0.6 0.9 1.0 -1.713
C 2.6352 2.4568 1.8785 0.6 0.9 -0.6 -0.433
N 3.0553 1.1514 -0.1411 0.4 -0.1 0.9 -0.526
H 4.4829 4.0288 0.7102 0.5 0.4 0.1 0.473
H 3.0891 3.8188 -0.2639 0.1 -0.2 -0.4 0.075
H 4.6735 3.1184 -0.8459 -0.7 0.2 0.8 0.347
H 5.3617 2.4064 2.0249 0.1 -0.5 -0.2 0.398
H 5.6580 1.2130 0.7340 0.5 -0.2 -0.6 0.368
H 4.7568 0.7495 2.1722 -0.1 -0.1 0.0 0.126
H 2.9906 3.3523 2.3769 0.2 0.2 0.5 0.685
H 2.4235 1.7002 2.5972 -0.1 -0.6 0.4 -0.236
H 1.7387 2.7830 1.3810 -0.5 -0.2 -0.2 -0.605